[1]
This record from the OMol25 dataset describes C4H9NO in the gas phase in a non-equilibrium geometry. The level of theory is ωB97M-V/def2-TZVPD.

The value obtained for the energy above the lowest of the compared OMol25 structures with the same formula, charge and spin is 2.064 eV.

Each line ends with the Mulliken charge.
Element x y z (Å)
C (1.2544, -2.5487, -0.2837)  -1.02
C (0.9178, -1.4988, 0.7816)  -0.54
N (-0.0815, -0.5116, 0.4797)  -0.26
C (0.1114, 0.7256, -0.1854)  -0.47
C (-1.0137, 1.7812, 0.0378)  0.03
O (-1.4513, 2.5696, -0.7281)  -0.44
H (1.7492, -2.2097, -1.1855)  0.28
H (1.8876, -3.3597, 0.0675)  0.36
H (0.2861, -2.9469, -0.6320)  0.27
H (0.6171, -2.0138, 1.7000)  0.32
H (1.8688, -1.0819, 1.1516)  0.31
H (-0.9041, -0.9907, 0.1357)  0.22
H (-0.0296, 0.6892, -1.2839)  0.24
H (1.1026, 1.1476, -0.0255)  0.39
H (-1.3395, 1.7895, 1.1196)  0.31

=====

[2]
This record from the OMol25 dataset describes C4H9NO in the gas phase in a non-equilibrium geometry. The level of theory is ωB97M-V/def2-TZVPD.

The value obtained for the energy above the lowest of the compared OMol25 structures with the same formula, charge and spin is 2.771 eV.

Each line ends with the Mulliken charge.
Element x y z (Å)
C (-1.0543, 2.4196, -1.0380)  -1.03
N (-0.2861, 1.4656, -0.1520)  -0.39
C (-0.8112, 0.0294, -0.0601)  -0.70
C (0.2866, -0.9629, -0.4777)  -0.24
C (1.1541, -1.2173, 0.6513)  -0.10
O (1.0924, -2.3182, 1.3023)  -0.52
H (-0.4349, 3.3204, -1.0711)  0.33
H (-2.1006, 2.5645, -0.7943)  0.32
H (-1.1199, 2.1162, -2.0167)  0.40
H (-0.2769, 1.9085, 0.7874)  0.26
H (-1.7676, -0.1662, -0.6201)  0.31
H (-1.2038, -0.2046, 0.8573)  0.52
H (-0.1621, -1.9437, -0.9115)  0.25
H (1.0948, -0.5076, -1.1477)  0.23
H (1.7831, -0.4133, 1.1102)  0.36

=====

[3]
This record from the OMol25 dataset describes C4H9NO in the gas phase in a non-equilibrium geometry. The level of theory is ωB97M-V/def2-TZVPD.

The value obtained for the energy above the lowest of the compared OMol25 structures with the same formula, charge and spin is 0.765 eV.

Each line ends with the Mulliken charge.
Element x y z (Å)
C (-1.1183, 0.1455, 1.6519)  -1.05
C (-1.0721, 0.0207, 0.1504)  0.57
N (0.0060, -0.6270, -0.4519)  -0.21
C (1.3420, -0.3521, 0.1000)  -0.29
C (2.3144, 0.1860, -1.0414)  -1.13
O (-1.9292, 0.5413, -0.5321)  -0.61
H (-2.1638, 0.3751, 1.8898)  0.32
H (-0.7335, -0.7375, 2.1623)  0.34
H (-0.5316, 0.9981, 1.9790)  0.30
H (-0.1032, -0.6140, -1.4553)  0.26
H (1.7185, -1.2795, 0.5334)  0.33
H (1.3226, 0.4153, 0.8771)  0.21
H (3.3374, 0.1667, -0.6665)  0.34
H (2.0008, 1.2298, -1.0750)  0.30
H (2.0943, -0.3753, -1.9390)  0.33

=====

[4]
This record from the OMol25 dataset describes 2 unconnected molecules or ions with the total composition C4H9NO. The level of theory is ωB97M-V/def2-TZVPD.

The value obtained for the energy above the lowest of the compared OMol25 structures with the same formula, charge and spin is 1.630 eV.

Each line ends with the Mulliken charge.
Element x y z (Å)
C (0.2802, 1.5688, -0.8689)  -0.87
C (-0.3790, 1.5593, 0.4815)  -0.04
C (0.0305, 0.8262, 1.5189)  -0.76
N (0.9613, -1.8012, -0.2439)  -0.48
C (-0.2157, -2.2297, -0.4442)  0.10
O (-1.3116, -1.5290, -0.1488)  -0.49
H (-0.4635, 1.5297, -1.6732)  0.28
H (0.8517, 2.4949, -1.0071)  0.33
H (0.9616, 0.7190, -0.9778)  0.24
H (-1.0315, -0.6827, 0.2585)  0.30
H (-1.2439, 2.2124, 0.6062)  0.28
H (-0.4751, 0.8717, 2.4805)  0.25
H (0.8794, 0.1514, 1.4277)  0.32
H (1.6456, -2.4930, -0.5362)  0.19
H (-0.4900, -3.1978, -0.8731)  0.34

=====

[5]
This record from the OMol25 dataset describes 2 unconnected molecules or ions with the total composition C4H9NO. The level of theory is ωB97M-V/def2-TZVPD.

The value obtained for the energy above the lowest of the compared OMol25 structures with the same formula, charge and spin is 1.629 eV.

Each line ends with the Mulliken charge.
Element x y z (Å)
C (-1.7273, 0.4021, 0.3712)  -0.86
C (-1.3788, -0.7729, -0.4984)  -0.04
C (-0.4210, -1.6606, -0.2228)  -0.76
N (1.6919, 0.4980, 1.1218)  -0.48
C (2.0714, 0.9901, 0.0160)  0.10
O (1.4743, 0.7266, -1.1473)  -0.49
H (-1.8816, 1.3070, -0.2277)  0.28
H (-2.6637, 0.2121, 0.9102)  0.33
H (-0.9368, 0.5948, 1.1036)  0.24
H (0.7495, 0.0884, -0.9799)  0.29
H (-1.9688, -0.8988, -1.4074)  0.28
H (-0.2232, -2.5042, -0.8795)  0.25
H (0.1980, -1.5586, 0.6665)  0.32
H (2.2856, 0.8258, 1.8785)  0.20
H (2.9098, 1.6761, -0.1361)  0.34

=====

[6]
This record from the OMol25 dataset describes 2 unconnected molecules or ions with the total composition C4H9NO. The level of theory is ωB97M-V/def2-TZVPD.

The value obtained for the energy above the lowest of the compared OMol25 structures with the same formula, charge and spin is 0.849 eV.

Each line ends with the Mulliken charge.
Element x y z (Å)
C (1.4458, -0.9581, -0.5491)  -0.94
C (0.3660, -0.7876, -1.6102)  -0.29
N (-0.4183, 0.4123, -1.4313)  -0.37
C (-0.2851, 1.5162, -0.9732)  0.64
O (-0.2805, 2.6166, -0.5525)  -0.49
C (-1.4335, 0.4268, 1.9834)  -0.91
H (2.0146, -1.8753, -0.7332)  0.35
H (1.0022, -1.0187, 0.4499)  0.21
H (2.1442, -0.1145, -0.5665)  0.31
H (0.8096, -0.7597, -2.6119)  0.31
H (-0.3247, -1.6360, -1.5918)  0.27
H (-1.6542, -0.1654, 1.0911)  0.19
H (-2.3171, 0.4580, 2.6252)  0.30
H (-1.1622, 1.4431, 1.6866)  0.17
H (-0.6033, -0.0272, 2.5317)  0.23

=====

[7]
This record from the OMol25 dataset describes C4H9NO in the gas phase. The level of theory is ωB97M-V/def2-TZVPD.

The value obtained for the energy above the lowest of the compared OMol25 structures with the same formula, charge and spin is 1.650 eV.

Each line ends with the Mulliken charge.
Element x y z (Å)
C (1.6972, 0.1403, -0.7242)  -1.11
C (0.4465, 0.9999, -0.8523)  -0.25
C (-0.3975, -0.7847, 1.7485)  -0.84
C (-0.9250, -0.0889, 0.7394)  0.60
O (-0.3557, 1.0877, 0.3263)  -0.41
N (-2.1009, -0.4291, 0.0725)  -0.53
H (2.2656, 0.2248, -1.6576)  0.38
H (1.4621, -0.9161, -0.5636)  0.33
H (2.3387, 0.4756, 0.0975)  0.28
H (0.7282, 2.0350, -1.0619)  0.31
H (-0.1618, 0.6384, -1.6946)  0.26
H (-0.8807, -1.6820, 2.1179)  0.26
H (0.5061, -0.4290, 2.2254)  0.26
H (-2.3583, 0.1437, -0.7154)  0.25
H (-2.2645, -1.4155, -0.0579)  0.20

=====

[8]
This record from the OMol25 dataset describes 2 unconnected molecules or ions with the total composition C4H9NO in a non-equilibrium geometry. The level of theory is ωB97M-V/def2-TZVPD.

The value obtained for the energy above the lowest of the compared OMol25 structures with the same formula, charge and spin is 7.694 eV.

Each line ends with the Mulliken charge.
Element x y z (Å)
C (0.1059, 1.6379, 1.0320)  -0.90
C (-0.1498, 0.7840, -0.0203)  0.44
N (-0.0648, -0.6688, 0.0899)  -0.03
C (-0.0650, -1.3693, -1.2038)  -0.84
C (0.8626, -1.0989, 1.1867)  -0.87
O (-0.7127, 1.1369, -1.1766)  -0.57
H (-1.7138, 0.2406, -0.0202)  0.44
H (-0.2231, 1.3432, 2.0670)  0.27
H (0.5649, 2.6679, 0.8457)  0.20
H (-1.0558, -1.8004, -1.4610)  0.25
H (0.5786, -2.2687, -1.0525)  0.35
H (0.2391, -0.7601, -2.0432)  0.35
H (0.6716, -2.2602, 1.4156)  0.30
H (1.9571, -0.8412, 0.9935)  0.31
H (0.6147, -0.4565, 2.0715)  0.29

=====

[9]
This record from the OMol25 dataset describes a molecular structure, C4H9NO. The level of theory is ωB97M-V/def2-TZVPD.

The value obtained for the energy above the lowest of the compared OMol25 structures with the same formula, charge and spin is 6.253 eV.

Each line ends with the Mulliken charge.
Element x y z (Å)
C (-1.7349, -0.5230, -0.2910)  -1.31
C (-0.5311, 1.2724, -0.0398)  0.03
O (-0.4471, 1.6391, 1.1360)  -0.65
C (0.1992, 0.1004, -0.4969)  -0.30
C (2.0375, 0.1318, -0.0296)  -0.89
N (0.8596, -0.5609, 0.5849)  -0.02
H (-2.1727, -0.4073, 0.7048)  0.34
H (-2.4287, -0.1536, -1.0520)  0.38
H (-1.5326, -1.5835, -0.4894)  0.40
H (-1.0634, 1.8470, -0.8105)  0.39
H (0.5262, -0.0680, 1.4327)  0.35
H (0.2739, -0.2677, -1.5070)  0.39
H (2.5408, 0.7491, 0.7104)  0.28
H (2.6769, -0.5990, -0.5215)  0.30
H (0.7964, -1.5768, 0.6690)  0.30

=====

[10]
This record from the OMol25 dataset describes 2 unconnected molecules or ions with the total composition C4H9NO in a non-equilibrium geometry. The level of theory is ωB97M-V/def2-TZVPD.

The value obtained for the energy above the lowest of the compared OMol25 structures with the same formula, charge and spin is 2.461 eV.

Each line ends with the Mulliken charge.
Element x y z (Å)
C (1.9593, 0.1532, 0.0207)  -1.08
C (0.5781, 0.4960, -0.5429)  -0.42
N (-0.2168, 0.8514, 2.2109)  -0.47
C (-0.8730, -0.0750, 1.9998)  0.24
O (-0.3235, -0.5890, -0.2774)  -0.37
C (-1.5867, -0.5268, -0.8956)  -0.81
H (2.0621, -0.9331, 0.0942)  0.29
H (2.7498, 0.5137, -0.6472)  0.32
H (2.1215, 0.5796, 1.0161)  0.29
H (0.6293, 0.6231, -1.6290)  0.49
H (0.2237, 1.4456, -0.1057)  0.35
H (-1.5112, -0.9297, 1.9283)  0.24
H (-2.1988, -1.3373, -0.4750)  0.27
H (-1.5039, -0.6981, -1.9770)  0.31
H (-2.1099, 0.4265, -0.7202)  0.34

=====

[11]
This record from the OMol25 dataset describes C4H9NO in the gas phase. The level of theory is ωB97M-V/def2-TZVPD.

The value obtained for the energy above the lowest of the compared OMol25 structures with the same formula, charge and spin is 1.919 eV.

Each line ends with the Mulliken charge.
Element x y z (Å)
C (1.5915, -1.3028, -0.6132)  -0.67
O (0.2416, -1.5077, -0.2256)  -0.37
C (-0.4093, -0.3595, 0.1320)  0.77
N (0.2381, 0.6969, -0.0239)  -0.39
C (0.1554, 2.1065, 0.0179)  -0.86
C (-1.7861, -0.7470, 0.6393)  -1.01
H (1.6820, -0.6493, -1.4880)  0.27
H (1.9734, -2.2998, -0.8231)  0.25
H (2.1522, -0.8195, 0.1945)  0.29
H (0.0935, 2.4410, -1.0241)  0.30
H (-0.6454, 2.5957, 0.5856)  0.29
H (1.1242, 2.4590, 0.3906)  0.28
H (-2.5664, -0.5185, -0.0928)  0.24
H (-1.7863, -1.8291, 0.7980)  0.31
H (-2.0408, -0.2566, 1.5825)  0.30

=====

[12]
This record from the OMol25 dataset describes 2 unconnected molecules or ions with the total composition C4H9NO. The level of theory is ωB97M-V/def2-TZVPD.

The value obtained for the energy above the lowest of the compared OMol25 structures with the same formula, charge and spin is 1.270 eV.

Each line ends with the Mulliken charge.
Element x y z (Å)
C (-2.8368, 1.2430, -0.9048)  0.10
N (-3.2407, 0.1624, -0.1789)  -0.34
O (-1.7280, 1.3796, -1.3566)  -0.52
H (-3.6326, 1.9962, -1.0194)  0.30
H (-2.6064, -0.6183, -0.1242)  0.23
H (-4.2104, 0.0679, 0.0599)  0.21
C (2.7364, -0.9206, 1.1456)  -1.03
C (1.6273, -0.1064, 0.5461)  0.18
C (1.3390, -0.0852, -0.7417)  -0.75
H (2.3544, -1.6528, 1.8604)  0.26
H (3.2678, -1.4771, 0.3757)  0.30
H (3.4536, -0.2816, 1.6643)  0.27
H (1.0546, 0.4963, 1.2477)  0.31
H (0.5167, 0.4924, -1.1356)  0.30
H (1.9052, -0.6958, -1.4385)  0.18

=====

[13]
This record from the OMol25 dataset describes 2 unconnected molecules or ions with the total composition C4H9NO. The level of theory is ωB97M-V/def2-TZVPD.

The value obtained for the energy above the lowest of the compared OMol25 structures with the same formula, charge and spin is 1.423 eV.

Each line ends with the Mulliken charge.
Element x y z (Å)
C (-0.6940, -0.6039, 1.8323)  -0.64
C (-0.5692, 0.3709, 0.9353)  -0.33
C (1.7352, -0.7544, -0.5838)  -0.81
N (-1.2512, 0.4065, -0.2840)  -0.07
C (-1.0169, 1.3381, -1.2606)  0.02
O (-0.1405, 2.1745, -1.2234)  -0.53
H (-0.1101, -0.5809, 2.7448)  0.28
H (1.1313, -0.9249, 0.3028)  0.14
H (-1.3074, -1.4835, 1.6524)  0.26
H (0.1411, 1.1846, 1.0455)  0.37
H (1.6137, 0.2817, -0.9169)  0.18
H (1.3922, -1.4324, -1.3691)  0.23
H (2.7773, -0.9455, -0.3266)  0.33
H (-1.9714, -0.2796, -0.4482)  0.21
H (-1.7300, 1.2490, -2.1005)  0.34

=====

[14]
This record from the OMol25 dataset describes C4H9NO in the gas phase. The level of theory is ωB97M-V/def2-TZVPD.

The value obtained for the energy above the lowest of the compared OMol25 structures with the same formula, charge and spin is 1.240 eV.

Each line ends with the Mulliken charge.
Element x y z (Å)
O (-2.3928, 1.6706, -0.8624)  -0.46
C (-1.2290, 1.4008, -0.8127)  -0.20
C (-0.6618, 0.2013, -0.0699)  0.39
C (0.7249, -0.1380, -0.5880)  -0.49
C (1.3222, -1.3324, 0.1068)  -1.35
N (-0.5838, 0.6604, 1.3296)  -0.72
H (-0.4533, 2.0157, -1.2887)  0.33
H (-1.3206, -0.6538, -0.1784)  0.30
H (0.6351, -0.3260, -1.6669)  0.32
H (1.3370, 0.7639, -0.4695)  0.34
H (0.5950, -2.1361, 0.1722)  0.34
H (1.6216, -1.1256, 1.1373)  0.34
H (2.2104, -1.7411, -0.3599)  0.35
H (-1.5324, 0.8482, 1.6377)  0.25
H (-0.2725, -0.1080, 1.9127)  0.25

=====

[15]
This record from the OMol25 dataset describes C4H9NO in the gas phase in a non-equilibrium geometry. The level of theory is ωB97M-V/def2-TZVPD.

The value obtained for the energy above the lowest of the compared OMol25 structures with the same formula, charge and spin is 1.246 eV.

Each line ends with the Mulliken charge.
Element x y z (Å)
N (1.7458, 0.2129, 0.4470)  -0.36
C (0.6625, -0.4967, -0.0327)  0.37
C (-0.8501, 0.0371, 0.1217)  0.63
C (-1.4179, 0.1588, -1.2613)  -1.35
C (-0.9067, 1.3342, 0.9421)  -1.17
O (0.9308, -1.6364, -0.3355)  -0.62
H (1.8401, 1.1485, 0.8333)  0.14
H (2.5129, -0.3422, 0.6192)  0.22
H (-1.3860, -0.8040, 0.5957)  0.27
H (-1.6190, -0.8077, -1.8710)  0.30
H (-0.8069, 0.8725, -1.8117)  0.36
H (-2.4275, 0.6728, -1.1980)  0.32
H (-0.9052, 1.0571, 2.1168)  0.25
H (0.0654, 1.7834, 0.8390)  0.25
H (-1.8680, 1.8194, 0.8134)  0.38

=====

[16]
This record from the OMol25 dataset describes C4H9NO in the gas phase. The level of theory is ωB97M-V/def2-TZVPD.

The value obtained for the energy above the lowest of the compared OMol25 structures with the same formula, charge and spin is 3.203 eV.

Each line ends with the Mulliken charge.
Element x y z (Å)
C (-1.3999, -0.9655, -0.1805)  -1.01
N (-0.2727, -0.1038, 0.2524)  0.00
C (-0.6600, 1.3391, 0.2164)  -0.85
C (0.9583, -0.4270, -0.4952)  -0.27
C (2.1667, -0.0943, 0.1095)  -0.19
O (3.3148, -0.1831, -0.3303)  -0.63
H (-1.5863, -0.7628, -1.2373)  0.36
H (-2.2965, -0.7438, 0.4040)  0.35
H (-1.0973, -2.0053, -0.0597)  0.43
H (-1.5800, 1.5032, 0.7883)  0.37
H (0.1603, 1.9136, 0.6469)  0.30
H (-0.7926, 1.6224, -0.8289)  0.34
H (0.7981, -0.7193, -1.5241)  0.29
H (-0.0746, -0.3269, 1.2308)  0.39
H (2.0154, 0.2924, 1.1682)  0.10

=====

no.,orbital gap (eV),HOMO level (hartree),electronic energy (Ha)
1,9.8,-0.3247,-287.75661
2,10.2,-0.3422,-287.73063
3,10.3,-0.3459,-287.80433
4,10.9,-0.3598,-287.77254
5,10.9,-0.3599,-287.77258
6,11.1,-0.3784,-287.80127
7,9.2,-0.3015,-287.77181
8,5.7,-0.2723,-287.54970
9,7.6,-0.2539,-287.60267
10,10.9,-0.3644,-287.74200
11,9.9,-0.3260,-287.76192
12,10.3,-0.3432,-287.78579
13,9.9,-0.3335,-287.78015
14,10.6,-0.3565,-287.78687
15,10.5,-0.3544,-287.78666
16,7.5,-0.2647,-287.71475